1.
DFT (wB97M-V/def2-TZVPD) results for a structure of composition C8H22ClN2O2Pd in a non-equilibrium geometry.

Properties
Expectation value of S² = 3.76
E_LUMO (spin up / spin down) = 0.064 / -4.506 eV
Multiplicity = 4
Highest occupied orbital energy (spin up / spin down) = -8.35 / -9.02 eV
Frontier orbital gap (spin up / spin down) = 0.309 / 0.166 hartree

Geometry (Å):
H: 0.676080 -1.156762 3.012139
H: -3.838276 1.607150 -5.341131
H: 3.838279 -1.405272 3.077407
C: 1.628112 -1.585797 2.699645
C: -3.893649 0.519070 -5.374662
H: 1.477672 -0.177343 1.293464
H: -2.869287 2.520009 -3.261473
H: 4.573383 -1.014319 5.358459
H: -0.107798 1.261147 -3.092896
C: 2.883191 -1.038869 3.453770
Cl: 0.637898 2.103101 0.420902
N: -2.249308 1.914447 -1.471814
H: -4.813501 0.113947 -4.952940
Pd: 0.887753 4.687622 0.425128
H: 3.519179 -1.942077 6.567162
C: -2.264143 1.674576 -2.934156
H: -1.460985 1.471494 -1.021870
H: 0.995007 -1.698466 0.845138
C: 1.506723 -3.094151 2.737738
H: -0.886579 1.975409 -4.477038
H: 0.569379 -3.458786 2.317570
N: 1.716062 -1.158763 1.302201
H: 1.641062 -3.419095 3.769463
H: -1.942468 2.832523 -1.183560
C: -2.816300 0.274359 -3.288490
C: 3.580265 -1.207835 5.763882
H: 2.846561 0.047337 3.370581
H: -3.816720 0.307791 -6.441218
O: -2.873349 -0.043762 -4.672000
H: -3.755446 0.044436 -2.785270
H: 2.224805 -3.664129 2.148183
O: 2.622157 -1.543149 4.771390
H: -0.520249 3.033608 -3.205695
H: -2.149907 -0.439614 -2.804473
C: -0.843779 2.008888 -3.388387
H: 3.278173 -0.348725 6.362852

Cartesian forces (eV/Å) of the 2 atoms listed first:
0.286 0.046 1.326
-0.445 0.316 0.305

2.
DFT (wB97M-V/def2-TZVPD) results for a cluster of 2 separate species, C2H3N3O in total in a non-equilibrium geometry.

Properties
E_LUMO (spin up / spin down) = -0.919 / -1.163 eV
Highest occupied orbital energy (spin up / spin down) = -8.72 / -8.55 eV
Frontier orbital gap (spin up / spin down) = 0.287 / 0.272 hartree

Geometry (Å):
H: 1.520813 -1.152813 -1.573556
O: -0.093018 -1.726195 0.889458
C: -0.508922 0.440702 1.208927
C: 0.713294 -0.430102 -1.396464
N: -0.552574 -0.760269 1.612479
N: -0.304238 -0.736364 -0.733112
H: -1.042177 2.171975 0.586254
N: -0.539001 1.643404 1.292505
H: 0.805823 0.549662 -1.886490

Cartesian forces (eV/Å) of the 2 atoms listed first:
0.068 0.257 0.372
0.906 -0.621 -1.400